DFT (the ωB97M-V functional and the def2-TZVPD basis) results for a structure of composition C25H51AlO19 in a non-equilibrium geometry.

Values from the calculation:
HOMO: -0.501 Eh
E_LUMO: -12.3 eV
Total energy: -2654.158650 hartree
Charge: +2
Kohn-Sham gap: 1.280 eV
M: 682.65 g mol⁻¹
Largest force on an atom: 7.6 eV/Å

Geometry (Å):
Al (-3.447, -3.952, -3.149)
C (1.956, -0.570, -0.316)
O (1.275, -1.196, -1.401)
H (2.133, -1.346, 0.428)
H (2.884, -0.021, -0.476)
H (1.396, 0.123, 0.312)
C (-3.088, -0.929, 4.179)
C (-4.112, 0.128, 4.200)
O (-5.363, -0.514, 3.935)
C (-5.811, -0.897, 2.681)
O (-5.056, -0.857, 1.702)
O (-7.200, -1.050, 2.714)
C (-7.972, -1.662, 1.641)
H (-2.128, -0.551, 4.532)
H (-3.051, -1.271, 3.144)
H (-3.196, -1.902, 4.659)
H (-3.866, 0.871, 3.441)
H (-4.092, 0.617, 5.174)
H (-9.033, -1.412, 1.648)
H (-7.860, -2.746, 1.652)
H (-7.657, -1.382, 0.635)
C (-2.985, 4.486, -1.370)
C (-2.376, 4.414, -2.712)
O (-3.280, 4.425, -3.819)
C (-4.072, 3.261, -4.147)
O (-4.122, 2.066, -3.532)
O (-4.876, 3.645, -5.144)
C (-5.873, 2.636, -5.487)
H (-3.701, 5.305, -1.299)
H (-2.224, 4.613, -0.600)
H (-3.636, 3.662, -1.077)
H (-1.856, 3.457, -2.759)
H (-1.549, 5.123, -2.682)
H (-5.412, 1.839, -6.071)
H (-6.652, 3.053, -6.125)
H (-6.342, 2.054, -4.694)
C (4.785, 7.434, 0.078)
C (4.202, 6.777, 1.356)
O (3.329, 7.613, 2.101)
C (3.794, 8.578, 2.814)
O (4.925, 8.912, 2.978)
O (2.744, 9.122, 3.388)
C (2.727, 10.494, 3.831)
H (5.400, 6.776, -0.536)
H (5.452, 8.241, 0.381)
H (3.947, 7.763, -0.537)
H (4.991, 6.392, 2.002)
H (3.592, 5.943, 1.007)
H (1.786, 10.842, 4.257)
H (3.025, 11.155, 3.017)
H (3.391, 10.636, 4.684)
C (1.038, 2.540, -7.793)
C (0.408, 1.195, -7.793)
O (-0.167, 0.957, -9.077)
C (-1.176, 0.157, -9.171)
O (-1.800, -0.349, -8.295)
O (-1.513, -0.013, -10.471)
C (-2.663, -0.746, -10.710)
H (1.842, 2.499, -8.527)
H (1.407, 2.879, -6.825)
H (0.278, 3.239, -8.143)
H (-0.460, 1.136, -7.135)
H (1.139, 0.424, -7.550)
H (-2.591, -0.950, -11.778)
H (-3.569, -0.187, -10.476)
H (-2.583, -1.707, -10.202)
C (-5.672, -7.227, 3.675)
C (-4.407, -7.053, 4.508)
O (-3.155, -7.724, 4.101)
C (-2.436, -7.272, 3.021)
O (-2.775, -6.470, 2.150)
O (-1.099, -7.820, 3.078)
C (-0.003, -7.512, 2.160)
H (-6.542, -6.792, 4.165)
H (-6.046, -8.239, 3.518)
H (-5.428, -6.815, 2.696)
H (-4.451, -7.427, 5.531)
H (-4.223, -5.983, 4.412)
H (0.328, -6.487, 2.327)
H (-0.224, -7.607, 1.097)
H (0.749, -8.252, 2.433)
C (6.962, -2.122, 5.123)
C (7.476, -3.003, 4.068)
O (8.310, -3.951, 4.731)
C (9.133, -4.724, 3.874)
O (8.947, -4.934, 2.662)
O (9.992, -5.428, 4.635)
C (10.860, -6.442, 4.116)
H (6.558, -2.755, 5.912)
H (6.114, -1.535, 4.769)
H (7.710, -1.562, 5.684)
H (8.070, -2.398, 3.384)
H (6.618, -3.515, 3.632)
H (10.676, -6.516, 3.044)
H (10.599, -7.421, 4.517)
H (11.926, -6.284, 4.281)

The computed Mulliken charges, all in e, follow: 0.999 -0.355 -0.061 0.317 0.293 0.328 -1.118 -0.094 -0.310 0.713 -0.575 -0.270 -0.637 0.346 0.281 0.321 0.257 0.312 0.272 0.283 0.288 -1.123 -0.149 -0.314 0.692 -0.594 -0.260 -0.654 0.310 0.357 0.291 0.228 0.397 0.276 0.284 0.307 -1.079 -0.212 -0.301 0.765 -0.462 -0.298 -0.645 0.360 0.317 0.298 0.350 0.245 0.260 0.305 0.300 -1.187 -0.186 -0.275 0.844 -0.585 -0.340 -0.643 0.312 0.368 0.316 0.312 0.262 0.235 0.276 0.295 -1.050 -0.156 -0.290 0.690 -0.577 -0.294 -0.587 0.354 0.321 0.250 0.308 0.259 0.263 0.278 0.231 -1.287 -0.053 -0.218 0.719 -0.516 -0.291 -0.636 0.341 0.348 0.335 0.314 0.254 0.331 0.258 0.256